Below is a molecular structure, C30H21AlCl4N4O4S, with properties calculated with the ωB97M-V functional and the def2-TZVPD basis.

Computed properties:
Net charge: 0
ΔE to the lowest compared entry with this formula, charge and spin: 49.0 kJ/mol
Highest occupied orbital energy: -7.31 eV
M: 702.4 u
Gap between HOMO and LUMO: 7.5 eV

Geometry as XYZ:
```
65
Properties=species:S:1:pos:R:3:forces:R:3
Al -0.232 0.011 0.298 -0.719 0.292 0.356
O 1.353 0.160 1.050 0.279 -0.164 -0.078
C 1.881 0.660 2.152 -0.212 0.059 -0.117
C 3.210 0.356 2.470 0.135 -0.054 0.054
C 3.778 0.822 3.636 -0.067 0.001 -0.037
C 3.040 1.609 4.522 0.061 0.017 0.015
C 1.743 1.942 4.202 -0.045 0.028 0.000
C 1.151 1.495 3.016 -0.034 -0.066 0.028
C -0.202 1.881 2.646 0.029 0.153 -0.080
N -0.830 1.575 1.517 0.040 -0.071 0.101
C -2.079 2.166 1.574 0.083 -0.111 -0.062
C -2.200 2.849 2.734 0.045 0.042 0.002
N -1.005 2.667 3.398 -0.104 -0.034 0.035
H 3.768 -0.261 1.776 -0.030 0.004 0.019
H 4.804 0.566 3.868 0.004 0.004 0.001
H 3.484 1.963 5.442 -0.017 -0.005 -0.010
H 1.178 2.560 4.892 0.037 0.015 -0.021
H -2.801 2.027 0.788 0.022 0.003 0.033
H -3.003 3.438 3.141 0.025 -0.049 0.005
H -0.786 3.017 4.314 0.039 0.016 -0.016
Cl -2.084 -5.984 -1.777 0.006 0.021 0.007
C -1.946 -4.508 -0.891 -0.011 0.012 0.041
C -2.781 -4.258 0.189 0.060 0.022 -0.013
Cl -3.956 -5.426 0.671 -0.005 0.013 -0.008
C -2.671 -3.050 0.896 -0.071 -0.042 -0.022
Cl -3.713 -2.686 2.224 0.021 -0.007 -0.009
C -1.727 -2.113 0.526 0.100 0.082 -0.010
O -1.549 -0.930 1.109 -0.074 -0.149 -0.074
C -0.859 -2.378 -0.561 0.040 0.109 0.048
O 0.017 -1.411 -0.827 0.127 -0.081 -0.159
C -0.983 -3.559 -1.267 -0.085 -0.060 -0.021
Cl 0.049 -3.827 -2.631 0.038 -0.013 0.050
O 2.050 2.411 -1.473 -0.008 -0.080 0.044
S 1.907 0.927 -1.615 0.395 0.220 -0.324
C 3.513 0.210 -1.271 -0.047 -0.094 -0.012
C 4.614 1.039 -1.180 0.044 0.048 0.012
C 5.862 0.471 -0.958 0.016 -0.034 0.031
C 5.989 -0.907 -0.831 -0.062 0.057 -0.027
C 4.864 -1.723 -0.897 0.056 0.022 0.014
C 3.613 -1.165 -1.104 -0.092 -0.007 0.027
C 1.892 0.603 -3.384 -0.085 -0.101 0.054
C 1.539 -0.665 -3.828 -0.052 -0.011 0.032
C 1.515 -0.916 -5.192 0.021 0.062 -0.029
C 1.823 0.099 -6.092 0.019 -0.009 0.033
C 2.156 1.366 -5.631 -0.005 0.019 0.033
C 2.189 1.626 -4.266 0.028 0.057 -0.037
H 4.484 2.111 -1.273 -0.009 -0.030 -0.026
H 6.736 1.106 -0.885 -0.018 -0.021 -0.007
H 6.967 -1.345 -0.677 -0.013 -0.002 0.028
H 4.963 -2.795 -0.782 -0.016 0.025 0.017
H 2.720 -1.782 -1.116 0.021 0.029 -0.040
H 1.267 -1.436 -3.117 0.006 0.028 -0.007
H 1.253 -1.903 -5.552 -0.024 0.026 0.016
H 1.799 -0.098 -7.157 0.004 -0.004 0.021
H 2.398 2.156 -6.331 -0.021 -0.033 -0.004
H 2.441 2.606 -3.879 0.001 -0.029 0.008
N -1.595 2.660 -2.612 -0.064 -0.024 -0.052
C -2.267 1.529 -3.034 0.046 0.081 0.026
C -1.953 0.562 -2.140 0.090 -0.053 0.151
N -1.108 1.095 -1.183 0.091 -0.069 0.004
C -0.912 2.360 -1.499 -0.102 -0.088 0.021
H -1.590 3.553 -3.074 0.025 0.006 0.010
H -2.891 1.521 -3.909 0.024 0.006 0.010
H -2.264 -0.468 -2.099 0.040 0.028 -0.035
H -0.267 3.042 -0.969 -0.028 -0.009 -0.048
```
Forces are in eV/Å.

The Mulliken scheme yields these atomic charges, measured in e: -0.312, 0.189, 0.296, -0.551, -0.721, -0.905, -0.783, 1.084, 0.093, 0.360, -0.547, -0.917, -0.069, 0.418, 0.452, 0.393, 0.297, 0.458, 0.444, 0.162, -0.215, 0.175, 0.439, -0.212, 0.193, -0.208, 0.290, -0.471, -0.724, 0.667, -0.148, -0.206, -0.842, 1.023, 0.213, -0.334, -0.713, -0.476, -0.736, -0.056, 0.516, 0.137, -0.595, -0.469, -0.656, -0.632, 0.460, 0.411, 0.409, 0.434, 0.322, -0.376, 0.437, 0.398, 0.398, 0.470, 0.009, -0.762, -0.638, 1.389, -0.786, 0.241, 0.416, 0.444, 0.522